Density functional theory data (ωB97M-V/def2-TZVPD) for a structure of composition C3H6S3 in a non-equilibrium geometry.

The gap between HOMO and LUMO is 8.8 eV. The value obtained for the energy above the lowest of the compared OMol25 structures with the same formula, charge and spin is 71.4 kcal/mol. Its multiplicity is 1.

XYZ file:
```
12
Properties=species:S:1:pos:R:3:mulliken_charge:R:1
C 0.1249 0.3640 -0.3195 -0.001
C 1.1473 -0.2216 0.1917 -0.702
C -1.1802 -0.0063 0.3304 -0.253
S 3.1845 0.5668 -0.4970 -0.296
S -1.9273 -1.1807 -0.9907 -0.149
S -2.1761 1.4513 0.5533 -0.173
H -0.0617 0.8678 -1.2418 0.378
H 1.4464 -0.9382 0.8983 0.376
H -1.0589 -0.6203 1.1654 0.431
H 3.8101 -0.1574 0.4574 0.103
H -1.6527 -2.2431 -0.1025 0.151
H -1.6563 2.1177 -0.4450 0.135
```